This record from the OMol25 dataset describes 8 unconnected molecules or ions with the total composition C16H48O8S8 in a non-equilibrium geometry. The level of theory is the ωB97M-V functional and the def2-TZVPD basis.

Each line ends with the Löwdin charge.
CARTESIAN COORDINATES (ANGSTROEM)
C (33.834, -11.472, 38.257)  -0.249
S (34.709, -9.994, 37.623)  0.801
O (33.735, -9.217, 36.789)  -0.555
C (34.663, -9.110, 39.180)  -0.324
H (33.020, -11.059, 38.634)  -0.032
H (34.554, -12.186, 38.857)  0.086
H (33.459, -12.068, 37.367)  0.061
H (33.641, -8.920, 39.490)  0.012
H (34.811, -7.870, 39.156)  0.131
H (35.089, -9.642, 40.140)  0.070
C (40.950, -13.872, 44.904)  -0.306
S (40.745, -14.165, 43.167)  0.839
O (40.641, -15.696, 42.967)  -0.561
C (39.129, -13.393, 42.983)  -0.306
H (40.801, -12.810, 45.086)  0.040
H (42.100, -13.933, 44.957)  0.069
H (40.499, -14.529, 45.735)  0.102
H (38.700, -13.423, 42.101)  -0.065
H (39.055, -12.332, 43.222)  0.050
H (38.159, -13.611, 43.693)  0.130
C (31.827, -12.087, 41.703)  -0.300
S (32.985, -13.278, 42.090)  0.835
O (33.430, -13.829, 40.652)  -0.618
C (34.198, -12.221, 42.797)  -0.276
H (32.394, -11.318, 41.405)  -0.038
H (31.727, -11.613, 42.757)  0.101
H (31.092, -12.296, 40.794)  0.141
H (33.830, -11.819, 43.782)  0.084
H (34.276, -11.382, 42.111)  0.042
H (35.050, -12.872, 42.957)  0.044
C (34.369, -18.333, 40.153)  -0.234
S (34.292, -18.769, 41.897)  0.790
O (34.656, -20.226, 41.951)  -0.550
C (35.543, -17.834, 42.655)  -0.327
H (33.848, -19.042, 39.673)  0.005
H (35.452, -18.396, 39.846)  0.053
H (34.057, -17.312, 39.875)  0.051
H (36.567, -17.901, 42.253)  0.046
H (35.745, -18.209, 43.749)  0.095
H (35.028, -16.806, 42.780)  0.072
C (38.540, -16.294, 39.567)  -0.234
S (37.370, -15.751, 38.313)  0.803
O (36.566, -16.970, 37.962)  -0.570
C (36.239, -14.961, 39.376)  -0.316
H (38.740, -15.481, 40.297)  0.049
H (39.389, -16.249, 38.993)  0.007
H (38.102, -17.112, 40.206)  0.090
H (35.091, -14.872, 39.111)  0.079
H (36.560, -13.834, 39.734)  0.098
H (36.370, -15.614, 40.235)  0.014
C (37.784, -19.261, 35.325)  -0.287
S (36.930, -20.636, 36.075)  0.795
O (37.665, -21.884, 35.592)  -0.573
C (37.401, -20.454, 37.704)  -0.362
H (37.348, -18.305, 35.686)  0.040
H (37.770, -19.347, 34.196)  0.074
H (38.864, -19.240, 35.507)  0.055
H (38.567, -20.275, 38.051)  0.125
H (37.165, -21.296, 38.413)  0.070
H (36.965, -19.473, 38.107)  0.034
C (40.263, -11.509, 37.493)  -0.327
S (39.179, -10.444, 38.367)  0.857
O (37.789, -10.422, 37.632)  -0.602
C (38.953, -11.680, 39.725)  -0.275
H (41.249, -11.572, 37.990)  0.064
H (40.428, -10.959, 36.454)  0.099
H (39.736, -12.394, 37.135)  0.055
H (38.583, -12.637, 39.432)  0.010
H (38.173, -11.364, 40.359)  0.017
H (39.976, -11.839, 40.282)  0.097
C (31.110, -13.901, 37.268)  -0.273
S (31.470, -15.045, 38.570)  0.750
O (30.161, -15.550, 38.880)  -0.532
C (32.362, -16.395, 37.682)  -0.202
H (30.963, -13.034, 37.890)  0.014
H (30.112, -14.381, 36.787)  0.120
H (31.981, -13.802, 36.564)  0.061
H (31.687, -16.756, 36.873)  0.082
H (32.671, -17.103, 38.167)  -0.107
H (33.404, -16.126, 37.291)  0.092

## Properties
* highest occupied orbital energy: -8.468 eV
* DFT total energy: -4425.21163 a.u.
* LUMO level: -0.47 eV
* ΔE to the lowest compared entry with this formula, charge and spin: 215.9 kcal/mol
* 2S+1: 1
* gap between HOMO and LUMO: 0.294 Eh